Record 1
A molecular structure, C5H12BBr4Na6O3, computed with wB97M-V/def2-TZVPD.

Last column: Mulliken charge in e.
Positions of all 31 atoms, in Å:
Na: -1.365 -2.252 1.206  0.787
Na: -0.860 1.336 1.481  -0.006
Na: -0.454 -0.897 2.906  0.839
Na: -3.085 0.383 0.571  0.933
Na: -2.145 -0.675 -1.403  0.866
Na: 0.949 -1.588 0.678  0.802
C: -0.861 -0.424 0.255  0.968
O: -0.827 -1.517 -0.318  -1.230
O: -0.059 -0.282 1.233  -1.222
O: -1.552 0.481 -0.133  -1.190
B: -0.710 0.905 3.343  0.306
H: -0.317 1.445 4.190  -0.031
H: -1.288 0.070 3.708  -0.035
H: -1.459 1.502 2.846  0.197
H: 0.110 0.542 2.743  -0.110
Br: -1.589 -1.526 -3.792  -0.110
C: -0.161 -2.228 -2.565  -0.550
C: 0.983 -1.214 -2.616  -0.401
Br: 2.246 -1.704 -1.137  -0.133
H: 0.220 -3.209 -2.850  0.556
H: -0.583 -2.213 -1.560  0.319
H: 0.578 -0.214 -2.460  0.233
H: 1.533 -1.165 -3.555  0.526
Br: -0.606 3.175 -0.458  -0.129
C: 1.225 2.490 -0.018  -0.907
C: 1.464 1.116 -0.717  1.766
Br: 3.193 0.310 -0.206  -0.116
H: 1.283 2.492 1.070  0.523
H: 1.961 3.235 -0.319  0.512
H: 1.428 1.232 -1.800  0.680
H: 0.749 0.393 -0.323  -1.641

Calculated values
Frontier orbital gap: 0.152 hartree
Net charge: +3
E_tot: -318823.839 eV
LUMO energy: -12.683 eV
ΔE to the lowest compared entry with this formula, charge and spin: 527.3 kcal per mole

=====

Record 2
A gas-phase ion, C12H8BCl4N4O (charge -1), computed with wB97M-V/def2-TZVPD.

Last column: Mulliken charge in e.
Positions of all 30 atoms, in Å:
Cl: 1.903 -3.924 -0.768  -0.361
B: 1.698 -2.266 -1.729  0.621
Cl: 3.163 -1.778 -2.761  -0.334
Cl: 0.160 -2.387 -2.883  -0.343
O: 1.291 -1.361 -0.582  -0.507
C: 0.855 -0.115 -0.765  -0.367
C: 1.473 0.819 0.200  0.277
C: 1.674 2.122 -0.201  -0.411
C: 2.078 3.070 0.754  -0.502
C: 2.238 2.670 2.088  0.248
Cl: 2.603 3.841 3.273  -0.231
C: 2.267 1.305 2.406  -0.483
C: 1.908 0.348 1.452  -0.476
H: 0.754 0.294 -1.826  0.522
H: 1.432 2.393 -1.230  0.301
H: 2.138 4.130 0.486  0.362
H: 2.470 0.974 3.431  0.350
H: 1.816 -0.716 1.713  0.439
C: -4.263 -1.083 -0.280  -0.265
N: -4.093 -2.002 0.685  -0.649
C: -2.857 -2.304 1.179  -0.128
N: -1.717 -1.755 0.786  -0.405
C: -1.792 -0.814 -0.105  0.504
C: -3.107 -0.414 -0.731  0.208
N: -2.812 0.568 -1.616  -0.819
C: -1.456 0.774 -1.535  -0.059
N: -0.811 0.031 -0.581  0.401
H: -5.291 -0.866 -0.660  0.374
H: -2.794 -3.048 1.972  0.394
H: -0.929 1.490 -2.175  0.340

Calculated values
Frontier orbital gap: 0.311 hartree
Net charge: -1
E_tot: -71354.232 eV
LUMO energy: 2.507 eV
ΔE to the lowest compared entry with this formula, charge and spin: 0.0 kcal per mole

=====

Record 3
A molecular structure, C27H30CeN3O, computed with wB97M-V/def2-TZVPD.

Last column: Mulliken charge in e.
Positions of all 62 atoms, in Å:
Ce: 0.421 -0.263 0.499  0.481
C: -0.516 0.035 4.440  -1.240
C: -1.389 0.643 3.427  0.718
C: -2.146 1.803 3.669  -0.759
C: -3.281 2.116 2.918  -0.806
C: -3.585 1.242 1.852  -0.614
C: -2.682 0.171 1.543  0.864
N: -1.527 -0.022 2.253  -0.297
C: -2.846 -0.630 0.342  0.532
C: -4.076 -1.006 -0.255  -0.813
C: -4.137 -1.564 -1.478  -0.833
C: -2.979 -1.972 -2.152  -0.592
C: -1.756 -1.685 -1.506  0.300
N: -1.755 -1.046 -0.304  0.285
C: -0.467 -1.942 -2.159  0.646
C: -0.359 -2.245 -3.494  -0.420
C: 0.865 -2.674 -4.042  -1.042
C: 1.960 -2.751 -3.185  -0.304
C: 1.799 -2.591 -1.787  0.663
C: 2.932 -3.024 -0.902  -1.438
N: 0.670 -2.042 -1.306  0.140
H: -0.685 0.443 5.427  0.528
H: 0.542 0.200 4.224  0.138
H: -0.644 -1.071 4.406  0.302
H: -2.005 2.333 4.603  0.514
H: -3.881 3.001 3.149  0.467
H: -4.498 1.333 1.309  0.454
H: -4.960 -0.717 0.299  0.542
H: -5.116 -1.723 -1.949  0.458
H: -3.004 -2.604 -3.070  0.480
H: -1.260 -2.070 -4.094  0.444
H: 1.027 -2.819 -5.133  0.391
H: 2.966 -2.949 -3.595  0.477
H: 3.771 -2.352 -0.927  0.300
H: 3.295 -4.023 -1.294  0.479
H: 2.668 -3.217 0.167  0.258
C: -1.660 2.031 -1.838  -1.276
C: -0.310 1.910 -1.151  1.062
C: -0.093 2.504 0.099  -0.980
C: 1.199 2.511 0.653  0.916
C: 1.542 3.161 1.981  -1.296
C: 2.221 1.807 -0.024  -1.321
C: 2.098 1.378 -1.330  1.314
C: 3.282 1.081 -2.185  -1.223
C: 0.790 1.337 -1.868  -0.561
H: -2.417 2.081 -1.029  0.259
H: -1.935 1.119 -2.504  0.241
H: -1.718 2.959 -2.403  0.440
H: -0.990 2.763 0.670  0.336
H: 0.665 3.775 2.314  0.360
H: 2.520 3.803 1.841  0.369
H: 1.744 2.344 2.732  0.219
H: 3.160 1.539 0.486  0.369
H: 3.351 1.798 -3.071  0.314
H: 3.060 0.090 -2.654  0.224
H: 4.195 1.079 -1.588  0.395
H: 0.584 0.940 -2.879  0.470
C: 3.101 -1.279 2.383  -0.841
O: 1.788 -0.976 1.977  -0.273
H: 3.663 -0.344 2.574  0.267
H: 3.690 -1.852 1.624  0.208
H: 3.107 -1.880 3.295  0.306

Calculated values
Frontier orbital gap (spin up / spin down): 0.294 / 0.300 hartree
Net charge: +2
Multiplicity: 2
E_tot: -47921.231 eV
LUMO energy (spin up / spin down): -6.480 / -6.470 eV
ΔE to the lowest compared entry with this formula, charge and spin: 0.0 kcal per mole
Expectation value of S²: 0.751

=====

Record 4
A molecular structure, C33H28Br2F2N6O2STi, computed with wB97M-V/def2-TZVPD.

Last column: Mulliken charge in e.
Positions of all 75 atoms, in Å:
Ti: -0.223 0.032 0.309  -0.054
N: -3.745 1.207 2.920  -0.402
C: -2.757 0.452 2.340  0.589
S: -1.115 0.831 2.704  -0.468
N: -3.136 -0.501 1.543  -1.569
N: -2.039 -1.171 1.003  1.158
C: -2.187 -2.443 0.971  -1.007
C: -1.233 -3.372 0.404  0.809
C: -1.613 -4.691 0.146  -0.662
C: -0.731 -5.581 -0.433  -0.746
C: 0.559 -5.154 -0.749  -0.704
C: 0.966 -3.861 -0.481  -0.433
C: 0.074 -2.953 0.101  0.163
O: 0.456 -1.730 0.401  0.180
H: -3.478 1.735 3.732  0.266
H: -4.660 0.785 2.936  0.245
H: -3.119 -2.847 1.367  0.343
H: -2.620 -5.005 0.399  0.439
H: -1.035 -6.598 -0.639  0.412
H: 1.255 -5.845 -1.208  0.438
H: 1.967 -3.520 -0.715  0.539
F: 4.835 1.571 -1.409  -0.375
C: 3.661 1.006 -1.760  0.192
C: 2.674 0.879 -0.806  -0.843
C: 1.437 0.313 -1.112  1.573
C: 1.275 -0.197 -2.419  -0.058
C: 2.290 0.001 -3.356  0.356
F: 2.131 -0.385 -4.645  -0.368
C: 3.494 0.602 -3.065  -1.031
C: 0.051 -0.963 -2.715  0.231
C: -0.132 -1.754 -3.854  -1.065
C: -1.310 -2.452 -4.023  -0.803
C: -2.306 -2.334 -3.070  -1.263
C: -2.048 -1.551 -1.965  -0.705
N: -0.899 -0.901 -1.766  1.449
H: 2.920 1.240 0.178  0.515
H: 4.253 0.737 -3.820  0.531
H: 0.646 -1.829 -4.592  0.639
H: -1.449 -3.075 -4.897  0.424
H: -3.256 -2.842 -3.163  0.515
H: -2.802 -1.420 -1.205  0.772
Br: 4.844 -1.022 5.620  -0.165
C: 3.554 -0.722 4.277  -0.338
C: 2.812 -1.774 3.775  -0.773
C: 1.895 -1.492 2.777  -0.643
N: 1.693 -0.273 2.290  0.438
C: 2.387 0.736 2.808  0.759
C: 3.347 0.557 3.800  -0.877
C: 2.043 2.081 2.274  0.655
C: 2.653 3.237 2.749  -0.696
C: 2.277 4.450 2.204  -0.537
Br: 3.079 6.042 2.814  -0.160
C: 1.317 4.488 1.212  -1.039
C: 0.770 3.282 0.810  -0.475
N: 1.111 2.107 1.319  0.703
H: 2.940 -2.783 4.140  0.473
H: 1.297 -2.280 2.343  0.425
H: 3.919 1.379 4.199  0.515
H: 3.403 3.206 3.523  0.530
H: 1.001 5.418 0.762  0.516
H: 0.024 3.246 0.035  0.004
C: -3.356 1.386 -1.479  -1.722
C: -2.127 2.174 -1.035  1.485
C: -1.372 2.686 -2.258  -1.249
C: -2.591 3.306 -0.120  -1.205
O: -1.254 1.341 -0.276  0.158
H: -4.119 2.078 -1.839  0.565
H: -3.766 0.832 -0.633  0.256
H: -3.122 0.698 -2.289  0.380
H: -2.051 3.237 -2.911  0.496
H: -0.957 1.846 -2.817  0.144
H: -0.552 3.351 -1.988  0.218
H: -3.250 3.980 -0.671  0.453
H: -1.757 3.890 0.271  0.148
H: -3.139 2.896 0.730  0.333

Calculated values
Frontier orbital gap: 0.268 hartree
E_tot: -227185.191 eV
LUMO energy: -0.334 eV
ΔE to the lowest compared entry with this formula, charge and spin: 20.1 kcal per mole

=====

The highest ΔE to the lowest compared entry with this formula, charge and spin belongs to which entry?
C5H12BBr4Na6O3

=====

Copy entry 1 word for word.
A molecular structure, C5H12BBr4Na6O3, computed with wB97M-V/def2-TZVPD.

Last column: Mulliken charge in e.
Positions of all 31 atoms, in Å:
Na: -1.365 -2.252 1.206  0.787
Na: -0.860 1.336 1.481  -0.006
Na: -0.454 -0.897 2.906  0.839
Na: -3.085 0.383 0.571  0.933
Na: -2.145 -0.675 -1.403  0.866
Na: 0.949 -1.588 0.678  0.802
C: -0.861 -0.424 0.255  0.968
O: -0.827 -1.517 -0.318  -1.230
O: -0.059 -0.282 1.233  -1.222
O: -1.552 0.481 -0.133  -1.190
B: -0.710 0.905 3.343  0.306
H: -0.317 1.445 4.190  -0.031
H: -1.288 0.070 3.708  -0.035
H: -1.459 1.502 2.846  0.197
H: 0.110 0.542 2.743  -0.110
Br: -1.589 -1.526 -3.792  -0.110
C: -0.161 -2.228 -2.565  -0.550
C: 0.983 -1.214 -2.616  -0.401
Br: 2.246 -1.704 -1.137  -0.133
H: 0.220 -3.209 -2.850  0.556
H: -0.583 -2.213 -1.560  0.319
H: 0.578 -0.214 -2.460  0.233
H: 1.533 -1.165 -3.555  0.526
Br: -0.606 3.175 -0.458  -0.129
C: 1.225 2.490 -0.018  -0.907
C: 1.464 1.116 -0.717  1.766
Br: 3.193 0.310 -0.206  -0.116
H: 1.283 2.492 1.070  0.523
H: 1.961 3.235 -0.319  0.512
H: 1.428 1.232 -1.800  0.680
H: 0.749 0.393 -0.323  -1.641

Calculated values
Frontier orbital gap: 0.152 hartree
Net charge: +3
E_tot: -318823.839 eV
LUMO energy: -12.683 eV
ΔE to the lowest compared entry with this formula, charge and spin: 527.3 kcal per mole

=====

Copy entry 2 word for word.
A gas-phase ion, C12H8BCl4N4O (charge -1), computed with wB97M-V/def2-TZVPD.

Last column: Mulliken charge in e.
Positions of all 30 atoms, in Å:
Cl: 1.903 -3.924 -0.768  -0.361
B: 1.698 -2.266 -1.729  0.621
Cl: 3.163 -1.778 -2.761  -0.334
Cl: 0.160 -2.387 -2.883  -0.343
O: 1.291 -1.361 -0.582  -0.507
C: 0.855 -0.115 -0.765  -0.367
C: 1.473 0.819 0.200  0.277
C: 1.674 2.122 -0.201  -0.411
C: 2.078 3.070 0.754  -0.502
C: 2.238 2.670 2.088  0.248
Cl: 2.603 3.841 3.273  -0.231
C: 2.267 1.305 2.406  -0.483
C: 1.908 0.348 1.452  -0.476
H: 0.754 0.294 -1.826  0.522
H: 1.432 2.393 -1.230  0.301
H: 2.138 4.130 0.486  0.362
H: 2.470 0.974 3.431  0.350
H: 1.816 -0.716 1.713  0.439
C: -4.263 -1.083 -0.280  -0.265
N: -4.093 -2.002 0.685  -0.649
C: -2.857 -2.304 1.179  -0.128
N: -1.717 -1.755 0.786  -0.405
C: -1.792 -0.814 -0.105  0.504
C: -3.107 -0.414 -0.731  0.208
N: -2.812 0.568 -1.616  -0.819
C: -1.456 0.774 -1.535  -0.059
N: -0.811 0.031 -0.581  0.401
H: -5.291 -0.866 -0.660  0.374
H: -2.794 -3.048 1.972  0.394
H: -0.929 1.490 -2.175  0.340

Calculated values
Frontier orbital gap: 0.311 hartree
Net charge: -1
E_tot: -71354.232 eV
LUMO energy: 2.507 eV
ΔE to the lowest compared entry with this formula, charge and spin: 0.0 kcal per mole